Entry 1:
# C53H50BeN5O2P2S2

A structure of composition C53H50BeN5O2P2S2 (the ωB97M-V functional and the def2-TZVPD basis, the OMol25 dataset).

Structure (ORCA input):
```
! wB97M-V def2-TZVPD RIJCOSX def2/J DEFGRID3
* xyz 1 1
Be -0.74 0.28 -0.21
C 5.58 -5.59 0.50
S 4.28 -6.13 1.63
C 2.83 -5.53 0.71
C 2.70 -4.01 0.79
C 1.48 -3.54 0.02
N 1.08 -2.13 0.23
P 2.05 -0.71 0.37
C 3.32 -1.08 1.66
C 4.66 -1.36 1.40
C 5.54 -1.60 2.45
C 5.10 -1.53 3.76
C 3.78 -1.20 4.03
C 2.90 -0.97 2.98
C 3.16 -0.55 -1.07
C 3.52 0.78 -1.34
C 4.46 1.07 -2.32
C 5.05 0.05 -3.03
C 4.68 -1.27 -2.79
C 3.73 -1.57 -1.82
P -0.58 -1.79 0.51
C -0.91 -2.50 2.15
C 0.10 -2.89 3.03
C -0.23 -3.43 4.27
C -1.55 -3.57 4.64
C -2.57 -3.16 3.78
C -2.25 -2.62 2.55
C -1.59 -2.87 -0.57
C -2.02 -4.14 -0.20
C -2.91 -4.84 -1.00
C -3.37 -4.29 -2.19
C -2.93 -3.03 -2.57
C -2.06 -2.32 -1.77
H 6.50 -6.09 0.81
H 5.72 -4.51 0.55
H 5.34 -5.91 -0.52
H 1.97 -6.02 1.17
H 2.92 -5.87 -0.32
H 3.60 -3.55 0.37
H 2.64 -3.72 1.83
H 0.62 -4.16 0.31
H 1.65 -3.72 -1.05
H 5.03 -1.40 0.38
H 6.58 -1.84 2.24
H 5.79 -1.72 4.57
H 3.44 -1.13 5.05
H 1.87 -0.70 3.20
H 3.06 1.58 -0.77
H 4.73 2.10 -2.51
H 5.79 0.26 -3.79
H 5.14 -2.07 -3.34
H 3.46 -2.60 -1.66
H 1.13 -2.78 2.74
H 0.56 -3.73 4.94
H -1.80 -4.00 5.60
H -3.60 -3.25 4.08
H -3.03 -2.30 1.87
H -1.69 -4.58 0.73
H -3.26 -5.82 -0.69
H -4.07 -4.83 -2.80
H -3.29 -2.59 -3.50
H -1.75 -1.33 -2.06
N -3.55 2.58 -1.04
C -4.44 1.54 -1.21
C -5.75 1.50 -1.66
C -6.40 0.29 -1.59
C -5.77 -0.85 -1.07
C -4.46 -0.81 -0.64
C -3.78 0.40 -0.74
N -2.49 0.76 -0.34
C -2.43 2.07 -0.51
C -1.27 2.74 0.03
C -0.91 4.05 0.13
S 0.58 4.16 0.97
C 0.62 2.47 1.15
N -0.40 1.85 0.61
H -3.70 3.55 -1.29
H -6.26 2.39 -2.02
H -7.43 0.21 -1.92
H -6.32 -1.77 -0.99
H -3.99 -1.69 -0.23
H -1.39 4.91 -0.29
H 1.41 1.96 1.68
C 3.35 -6.27 -3.89
C 3.26 -4.84 -4.32
C 4.19 -4.34 -5.22
C 4.14 -3.01 -5.60
C 3.16 -2.19 -5.10
C 2.17 -2.67 -4.24
N 1.14 -1.77 -3.80
C 0.78 -0.66 -4.55
C 0.84 -0.78 -5.95
C 0.68 0.29 -6.79
C 0.42 1.56 -6.27
C 0.20 1.67 -4.92
C 0.34 0.59 -4.03
C -0.07 0.95 -2.65
O -0.44 2.10 -2.43
O -0.12 0.05 -1.68
C 2.23 -4.01 -3.84
C 1.20 -4.64 -2.96
H 4.14 -6.79 -4.44
H 2.41 -6.81 -4.05
H 3.59 -6.35 -2.82
H 4.95 -5.00 -5.62
H 4.88 -2.62 -6.29
H 3.15 -1.15 -5.38
H 0.94 -1.72 -2.81
H 1.02 -1.76 -6.37
H 0.76 0.15 -7.86
H 0.34 2.42 -6.92
H -0.10 2.62 -4.50
H 0.60 -3.90 -2.46
H 1.65 -5.29 -2.21
H 0.53 -5.26 -3.56
*
```

Values from the calculation:
total energy	-3967.78396	Ha

***

Entry 2:
# C38H35BN9O3S2Ta

A structure of composition C38H35BN9O3S2Ta (the ωB97M-V functional and the def2-TZVPD basis, the OMol25 dataset).

Structure (ORCA input):
```
! wB97M-V def2-TZVPD RIJCOSX def2/J DEFGRID3
* xyz 2 1
Ta -0.07 -0.09 -0.36
C 1.41 3.99 1.32
C 2.72 4.07 0.89
C 3.17 3.13 -0.03
C 2.33 2.10 -0.41
N 1.13 1.92 0.16
C 0.65 2.90 0.93
C 2.58 1.28 -1.60
C 3.62 1.55 -2.48
C 3.70 0.86 -3.67
C 2.74 -0.09 -3.96
C 1.74 -0.34 -3.03
N 1.66 0.34 -1.88
C 0.79 -1.44 -3.18
C 0.67 -2.19 -4.34
C -0.12 -3.32 -4.33
C -0.76 -3.68 -3.16
C -0.64 -2.85 -2.06
N 0.09 -1.73 -2.06
H 0.97 4.75 1.95
H 3.37 4.87 1.22
H 4.16 3.22 -0.45
H -0.38 2.81 1.22
H 4.35 2.30 -2.24
H 4.50 1.06 -4.37
H 2.79 -0.65 -4.88
H 1.20 -1.91 -5.23
H -0.23 -3.93 -5.22
H -1.36 -4.57 -3.08
H -1.14 -3.09 -1.14
C -1.25 -3.98 3.85
O -1.08 -3.27 2.62
C -2.19 -3.13 1.86
C -3.39 -3.78 2.09
C -4.51 -3.57 1.28
C -4.43 -2.68 0.24
C -3.22 -2.01 -0.02
C -3.16 -1.06 -1.08
N -2.15 -0.31 -1.36
N -2.38 0.52 -2.45
C -1.52 1.46 -2.43
O -0.63 1.51 -1.44
C -1.46 2.51 -3.46
C -0.48 3.50 -3.38
C -0.41 4.48 -4.35
C -1.31 4.48 -5.40
C -2.29 3.49 -5.49
C -2.37 2.51 -4.52
C -2.10 -2.25 0.77
O -0.92 -1.65 0.48
H -1.43 -5.05 3.67
H -2.08 -3.56 4.43
H -0.33 -3.85 4.40
H -3.48 -4.47 2.92
H -5.43 -4.09 1.49
H -5.29 -2.48 -0.40
H -4.04 -0.93 -1.71
H 0.21 3.50 -2.54
H 0.34 5.26 -4.29
H -1.26 5.25 -6.16
H -2.99 3.49 -6.31
H -3.12 1.74 -4.56
C 1.79 -4.04 1.46
N 1.95 -2.91 2.37
C 2.05 -2.98 3.74
C 2.16 -1.71 4.19
N 2.15 -0.87 3.10
B 2.43 0.67 3.19
N 1.14 1.45 3.66
C 1.19 2.42 4.63
C -0.03 3.00 4.73
N -0.83 2.37 3.81
C -2.26 2.63 3.63
C -0.10 1.44 3.16
S -0.79 0.29 2.04
C 2.01 -1.62 2.01
S 2.12 -1.09 0.35
H 1.94 -4.95 2.03
H 2.53 -3.98 0.67
H 0.79 -4.02 1.04
H 2.07 -3.93 4.26
H 2.30 -1.34 5.19
H 3.25 0.85 4.05
H 2.77 1.07 2.12
H 2.10 2.61 5.18
H -0.40 3.77 5.38
H -2.46 3.67 3.86
H -2.84 1.99 4.28
H -2.53 2.42 2.59
*
```

Values from the calculation:
total energy	-3065.63029	Ha
energy relative to the best compared isomer or geometry (same formula, charge and spin)	18.08	kcal/mol

***

Entry 3:
# C25H34INO23

A cluster of 7 separate species, C25H34INO23 in total (the ωB97M-V functional and the def2-TZVPD basis, the OMol25 dataset).

Structure (ORCA input):
```
! wB97M-V def2-TZVPD RIJCOSX def2/J DEFGRID3
* xyz 0 1
C -1.99 3.03 -1.17
C -2.82 1.89 -1.94
O -2.80 1.91 -3.19
O -3.47 0.92 -1.13
C -4.85 0.69 -1.53
C -5.71 2.01 -1.82
I -7.77 1.16 -1.78
O -5.70 2.57 -3.17
C -5.92 4.00 -3.04
O -6.11 4.73 -4.04
C -5.93 4.53 -1.50
N -4.82 5.44 -1.09
C -5.80 3.16 -0.68
O -4.93 3.07 0.46
H -1.49 3.75 -1.89
H -2.60 3.58 -0.37
H -1.13 2.50 -0.60
H -5.35 0.17 -0.63
H -4.96 -0.04 -2.41
H -6.92 5.11 -1.39
H -4.98 6.31 -1.64
H -3.93 5.00 -1.36
H -6.85 3.00 -0.28
H -5.33 3.51 1.25
O 2.08 -0.81 -1.41
C 1.44 -0.45 -2.36
O 0.20 -0.90 -2.66
C -0.31 -0.07 -3.70
C 0.93 0.47 -4.34
O 1.86 0.48 -3.26
H -0.91 -0.65 -4.40
H -0.93 0.71 -3.26
H 1.32 -0.18 -5.13
H 0.79 1.47 -4.74
O 1.79 -6.33 1.34
C 1.96 -5.14 1.25
O 1.46 -4.23 2.12
C 2.06 -2.98 1.80
C 2.45 -3.14 0.37
O 2.67 -4.54 0.26
H 1.36 -2.16 1.95
H 2.92 -2.83 2.46
H 1.65 -2.86 -0.32
H 3.35 -2.58 0.11
O -3.90 -4.28 -0.68
C -3.20 -5.13 -0.21
O -1.98 -4.90 0.35
C -1.59 -6.11 0.99
C -2.37 -7.16 0.25
O -3.53 -6.45 -0.17
H -0.51 -6.26 0.90
H -1.85 -6.06 2.05
H -1.84 -7.52 -0.64
H -2.63 -8.01 0.88
O 6.29 1.63 2.58
C 5.79 1.61 1.49
O 6.22 2.35 0.43
C 5.53 1.87 -0.72
C 4.29 1.26 -0.14
O 4.72 0.84 1.15
H 5.30 2.69 -1.40
H 6.16 1.14 -1.24
H 3.48 1.98 -0.03
H 3.93 0.41 -0.73
O 3.07 3.61 -1.20
C 2.41 4.49 -0.74
O 2.87 5.74 -0.44
C 1.74 6.54 -0.14
C 0.71 5.54 0.28
O 1.08 4.38 -0.45
H 1.98 7.26 0.65
H 1.45 7.10 -1.04
H 0.76 5.32 1.35
H -0.30 5.86 0.02
O 2.21 -2.51 5.43
C 3.01 -3.40 5.48
O 3.28 -4.12 6.60
C 4.10 -5.21 6.21
C 4.73 -4.72 4.94
O 3.77 -3.81 4.43
H 4.83 -5.45 6.98
H 3.46 -6.09 6.04
H 5.66 -4.17 5.13
H 4.93 -5.52 4.23
*
```

Values from the calculation:
total energy	-3055.97747	Ha

***

Number 1: HOMO -9.394 eV, LUMO energy -2.582 eV, F_max 1.0 eV/Å. Number 2: HOMO -13.036 eV, LUMO energy -6.270 eV, F_max 0.7 eV/Å. Number 3: HOMO -9.770 eV, LUMO energy -0.415 eV, F_max 5.3 eV/Å.